Molecular formula: C25H41O13PbS4
Method: DFT, ωB97M-V/def2-TZVPD

Last column: Löwdin charge in e.
Element x y z (Å)
H -3.50 0.03 8.58  0.08
H 10.76 3.66 2.39  0.13
H 2.14 -0.86 -5.79  0.12
S -4.50 6.92 -1.85  0.73
C 6.31 -6.28 2.67  -0.22
H -5.24 9.42 -3.53  0.10
O -3.87 -2.64 -0.04  -0.34
H -3.86 -1.61 9.24  0.07
H -6.98 9.46 -1.79  0.11
O 4.25 -5.34 -0.16  -0.35
H 7.12 -6.26 3.40  0.11
H -1.64 -2.64 7.36  0.07
C 7.64 2.75 1.08  -0.32
O -5.08 6.25 -3.02  -0.35
H -1.18 1.12 -7.18  0.09
O 3.66 -3.76 1.77  -0.37
C 10.44 2.02 0.91  -0.25
O 6.36 2.98 1.04  0.01
H -6.80 7.21 -0.97  0.09
H -5.81 -5.53 -0.54  0.10
H 5.96 -4.22 2.73  0.11
O 9.70 0.39 -0.72  0.13
H -4.96 -4.73 0.84  0.10
S 0.93 1.25 -5.89  0.71
H 6.59 -7.05 1.96  0.11
C 7.96 1.74 0.24  0.09
Pb 0.24 1.22 1.86  0.40
O 8.43 4.51 2.63  0.01
H 3.12 0.66 -6.11  0.11
C -7.04 -2.70 0.74  -0.23
H -4.41 -1.87 7.24  0.11
H -2.67 -3.49 6.26  0.07
O -2.92 -0.88 6.15  -0.28
O 1.22 2.64 -6.30  -0.34
H -2.21 -1.16 8.88  0.07
C 8.73 3.51 1.86  -0.37
C 0.58 -0.09 -8.23  -0.16
S -5.00 -3.22 -0.81  0.72
H 2.77 -6.35 2.53  0.09
H 3.94 -7.35 1.50  0.08
C -5.93 9.30 -1.53  -0.22
C 3.78 -6.52 2.18  -0.16
S 4.40 -4.96 1.23  0.74
H -2.85 -3.72 8.00  0.07
O -3.86 6.10 -0.82  -0.36
H -7.02 -2.25 -1.38  0.11
H 2.55 -1.18 -7.82  0.11
C 4.92 -6.64 3.29  -0.23
O -4.84 -3.72 -2.17  -0.36
H -2.82 8.28 -3.17  0.10
C -2.66 -2.98 7.22  -0.12
H 5.05 -7.56 3.87  0.10
H -5.78 7.98 0.14  0.09
H 2.67 0.42 -8.47  0.11
H -8.03 -2.31 1.00  0.11
C -0.33 0.45 -7.03  -0.19
H -6.08 -1.12 -0.67  0.11
C -6.38 -2.16 -0.50  -0.25
H 4.58 -6.06 4.14  0.10
O 0.58 1.00 -4.50  -0.35
H 6.80 -4.99 1.12  0.11
O 11.67 1.78 0.84  0.03
C -3.24 -1.03 8.56  -0.12
C -7.17 -4.21 0.53  -0.22
C -5.77 -4.66 0.12  -0.19
C -5.94 7.88 -0.93  -0.19
H 0.59 0.64 -9.04  0.10
C 9.35 1.24 0.00  -0.36
H -7.49 -4.75 1.43  0.11
H -4.32 10.49 -2.46  0.10
C 2.23 0.07 -6.35  -0.26
H -0.79 -0.40 -6.52  0.09
C -3.33 -1.70 7.26  -0.71
C -3.56 8.45 -2.38  -0.18
C 10.00 3.14 1.82  0.08
C -4.76 9.50 -2.55  -0.19
H 0.15 -1.06 -8.49  0.10
H -6.58 -2.59 1.72  0.13
H -5.61 9.91 -0.69  0.10
C 6.08 -4.96 1.94  -0.23
H -8.00 -4.36 -0.17  0.11
H 7.31 1.12 -0.35  0.12
H -2.85 8.67 -1.58  0.09
C 2.10 -0.19 -7.77  -0.24

Values from the calculation:
Net charge: -1
LUMO in Ha: -0.0812
Frontier orbital gap in eV: 1.3
Electronic energy in eV: -101780.45826

=====

Molecular formula: CH8N5
Method: DFT, ωB97M-V/def2-TZVPD

Last column: Löwdin charge in e.
Element x y z (Å)
H 1.47 2.39 0.11  0.05
N -1.06 -1.34 2.54  0.14
H -1.63 -1.50 3.44  0.20
N 0.32 -0.29 -2.87  0.07
H 0.81 1.95 1.61  0.04
N -1.35 -0.35 1.76  0.05
N -0.62 -0.09 0.81  0.04
H -0.17 0.47 -1.13  0.08
H 0.24 0.00 -3.75  -0.02
H 1.27 -0.59 -2.82  0.05
C -0.02 0.59 -0.04  0.07
H -0.20 -1.80 2.33  0.12
H -0.25 -1.06 -2.73  0.02
N 1.20 1.63 0.73  0.09

Values from the calculation:
Net charge: +1
LUMO in Ha: -0.1802
Frontier orbital gap in eV: 9.2
Electronic energy in eV: -8606.26119

=====

Molecular formula: C4H6OS2
Method: DFT, ωB97M-V/def2-TZVPD

Last column: Löwdin charge in e.
Element x y z (Å)
S 2.23 -0.86 -0.20  0.81
H -0.83 1.92 1.22  0.10
H 0.37 2.64 -0.02  0.07
C 0.05 1.75 0.52  -0.09
H 0.93 1.43 1.08  0.04
S -2.03 -1.40 -0.08  0.80
H -0.25 -3.06 0.36  0.05
O 0.66 -2.78 0.29  -0.03
C -0.39 0.75 -0.59  -0.31
C 0.75 -1.50 -0.03  -0.88
H -1.30 1.06 -1.03  0.08
H 0.36 0.73 -1.36  0.07
C -0.55 -0.70 -0.14  -0.71

Values from the calculation:
SMILES: CCC(=S)C(O)=S
LUMO in Ha: -0.0641
Frontier orbital gap in eV: 7.2
Electronic energy in eV: -27962.30295

=====

Molecular formula: C13H10NO
Method: DFT, ωB97M-V/def2-TZVPD

Last column: Löwdin charge in e.
Element x y z (Å)
N 1.37 2.00 1.92  0.12
C 0.97 -0.44 0.65  -0.29
H -3.92 2.15 0.06  0.11
H 1.79 3.73 3.17  0.06
C 2.01 -2.24 -1.17  0.04
H -2.64 1.40 1.66  0.10
O -0.09 0.07 1.41  0.03
C 2.28 -2.54 0.24  -0.02
C -2.49 1.59 -1.66  -0.03
C 0.65 -0.36 -0.75  -0.06
H 2.57 -2.81 -1.85  0.10
C 1.15 -1.26 -1.69  0.04
C 1.78 -1.63 1.14  0.06
C -2.99 1.73 -0.30  0.03
C -2.15 1.27 0.75  0.02
C -1.29 0.93 -1.87  0.01
H -0.88 0.96 -2.88  0.13
C -0.53 0.44 -0.78  -0.09
C -1.00 0.58 0.54  -0.18
C 1.64 2.84 2.66  0.05
H 1.96 -1.58 2.28  0.16
H -3.09 1.89 -2.52  0.11
H 0.82 -1.28 -2.70  0.13
H 2.87 -3.28 0.80  0.13
H 1.79 0.48 0.65  0.23

Values from the calculation:
Net charge: +1
LUMO (spin up / spin down) in Ha: -0.1971 / -0.1971
Frontier orbital gap (spin up / spin down) in eV: 7.1 / 7.1
Electronic energy in eV: -17170.66212

=====

Molecular formula: C24H43N4S
Method: DFT, ωB97M-V/def2-TZVPD

Last column: Löwdin charge in e.
Element x y z (Å)
H 0.09 -1.53 -3.16  0.12
H 3.43 -0.11 -1.21  0.08
H 4.32 -2.72 -2.56  0.08
N -1.76 -1.14 -1.06  0.16
C -0.51 1.04 3.66  -0.28
C -0.46 -2.33 -2.67  -0.07
C 5.93 0.80 -0.38  -0.27
C 0.22 3.73 5.03  -0.26
H 4.76 1.01 -3.00  0.10
C -5.97 0.39 -1.55  -0.07
H -0.36 -3.22 -3.28  0.14
H 0.85 -0.58 4.16  0.07
H 1.78 2.26 4.89  0.10
H 0.12 5.43 3.69  0.08
H 0.47 0.48 5.52  0.07
H 6.32 2.82 -1.07  0.08
H -8.39 -1.67 -0.36  0.11
C 5.03 0.01 -2.66  -0.22
H -3.57 -2.73 -3.42  0.13
H -0.72 -0.69 4.96  0.07
H -1.22 5.34 4.84  0.07
C 0.54 2.02 3.14  -0.24
C -1.91 -1.77 -2.41  -0.42
H -0.41 -3.17 -0.85  0.16
N 0.16 -2.45 -1.31  0.10
C -0.41 -1.29 -0.76  -0.28
H 3.08 -2.58 -1.31  0.05
H -1.18 4.26 3.45  0.06
H 6.58 -0.92 -1.48  0.10
C 3.79 -0.67 -2.09  -0.29
H 5.34 -0.53 -3.56  0.11
H -8.03 0.70 -1.04  0.11
H -1.34 1.57 4.13  0.10
H 7.04 0.59 -2.21  0.11
H 1.09 0.03 -0.53  0.14
H -0.95 0.51 2.80  0.08
H 0.08 -0.15 0.88  0.12
C -4.03 -2.92 -1.34  -0.15
N 0.31 -0.42 -0.07  0.27
H -0.47 3.09 5.58  0.10
C -3.02 -2.83 -2.49  -0.09
C -7.22 -0.02 -1.10  -0.07
H -3.97 -0.17 -1.96  0.08
C -0.56 4.75 4.20  -0.11
C -7.42 -1.34 -0.72  -0.07
C -5.12 -1.86 -1.26  -0.22
H 5.36 2.74 0.41  0.07
C 4.00 -2.13 -1.70  -0.11
H -2.51 -3.80 -2.52  0.12
H 6.82 0.75 0.24  0.11
H 5.15 0.28 0.17  0.09
H -6.55 -3.28 -0.52  0.11
C -2.21 -0.81 -4.54  -0.79
C -6.38 -2.25 -0.82  -0.05
C 1.20 2.89 4.21  -0.22
H 1.92 3.55 3.72  0.11
C 5.53 2.27 -0.56  -0.11
H 1.33 1.46 2.62  0.10
H 4.76 -2.23 -0.92  0.07
C -4.93 -0.53 -1.62  -0.04
S -2.41 -0.95 -6.07  0.83
H -2.28 -1.59 -0.30  0.15
H -3.52 -3.02 -0.37  0.11
H -5.79 1.41 -1.85  0.11
H 4.62 2.37 -1.14  0.06
H -4.54 -3.88 -1.47  0.12
N -2.04 -0.66 -3.34  0.09
C 0.06 0.00 4.63  -0.10
H 0.79 4.26 5.80  0.11
C 6.22 0.08 -1.70  -0.22
H 2.99 -0.62 -2.84  0.09
H 0.08 2.67 2.38  0.10

Values from the calculation:
Net charge: +1
LUMO in Ha: -0.1965
Frontier orbital gap in eV: 6.4
Electronic energy in eV: -42373.03383

=====

Molecular formula: C4H11N2O
Method: DFT, ωB97M-V/def2-TZVPD

Last column: Löwdin charge in e.
Element x y z (Å)
H -0.41 2.12 2.09  0.12
H -0.42 0.57 2.88  0.11
O -0.04 -0.95 -1.60  0.35
N -1.52 1.17 -0.31  0.25
H 2.82 -1.49 -0.31  0.18
H -1.95 1.22 2.40  0.11
H 1.27 0.89 0.27  0.17
H -2.02 0.56 -0.96  0.18
N 2.06 -1.45 -0.98  0.31
C -0.82 0.37 0.80  -0.30
H -1.35 -0.57 0.89  0.17
H -2.21 1.79 0.12  0.18
C 0.65 0.00 0.44  0.00
H -0.88 1.74 -0.88  0.19
C -0.91 1.14 2.09  -0.01
H 2.27 -1.85 -1.90  0.18
C 0.93 -0.87 -0.78  -0.35
H 1.02 -0.47 1.34  0.16

Values from the calculation:
Net charge: +2
LUMO (spin up / spin down) in Ha: -0.3030 / -0.4868
Spin multiplicity: 2
Frontier orbital gap (spin up / spin down) in eV: 13.1 / 8.1
Electronic energy in eV: -9334.86696

=====

Molecular formula: C3H9OS
Method: DFT, ωB97M-V/def2-TZVPD

Last column: Löwdin charge in e.
Element x y z (Å)
H -2.20 -2.70 0.90  -0.01
S -0.71 -0.84 0.59  0.53
H 1.92 3.28 -0.97  0.06
H 1.92 1.50 -1.31  0.05
C 0.36 -0.63 -0.75  -0.65
H 2.59 2.10 0.12  0.06
H 1.16 -1.36 -0.87  -0.07
C -1.49 -2.49 0.09  -0.45
H -0.72 -3.27 0.03  0.00
H -0.09 -0.24 -1.65  -0.06
H 0.14 1.41 0.25  -0.01
C 1.75 2.29 -0.57  -0.25
O 0.53 2.30 0.07  -0.18
H -1.88 -2.34 -0.91  0.00

Values from the calculation:
Net charge: -1
LUMO in Ha: 0.1487
Frontier orbital gap in eV: 5.7
Electronic energy in eV: -16138.06542

=====

Molecular formula: C4H4O3
Method: DFT, ωB97M-V/def2-TZVPD

Last column: Löwdin charge in e.
Element x y z (Å)
H -0.40 -1.02 1.97  0.12
C -0.15 -1.06 0.90  -0.05
C 0.49 0.18 0.33  -0.27
H -1.57 1.40 0.42  0.17
O -0.40 1.15 -1.32  0.06
O -1.31 -0.68 0.09  -0.03
C 0.83 0.44 -1.04  -0.20
H 0.28 -2.03 0.65  0.13
H 1.31 -0.08 -1.86  0.17
O 1.61 1.01 0.00  0.11
C -0.86 0.72 -0.06  -0.22

Values from the calculation:
LUMO in Ha: 0.0349
Frontier orbital gap in eV: 11.3
Electronic energy in eV: -10350.64593

=====

Molecular formula: C3H13NO4
Method: DFT, ωB97M-V/def2-TZVPD

Last column: Löwdin charge in e.
Element x y z (Å)
O -2.16 -0.15 -2.22  -0.01
C -0.25 0.49 0.64  -0.34
N -0.61 1.06 1.95  0.06
H 2.42 -0.46 -2.00  0.01
H 0.44 2.49 -0.06  0.13
H 2.24 -1.28 -0.65  -0.02
O 2.79 -1.07 -1.38  -0.04
H -1.60 0.87 2.06  0.07
O 0.91 1.23 -1.43  -0.11
C 0.80 1.42 -0.01  -0.19
H -1.14 0.43 -0.04  0.11
H 1.79 1.21 0.45  0.13
H 1.10 -1.19 1.28  0.14
H -2.25 -0.05 -1.30  -0.02
H -2.51 -0.96 -2.56  0.03
H -0.27 -1.68 -0.12  0.14
H -1.45 -1.26 1.73  0.05
C 0.14 -1.06 0.74  -0.19
H 0.27 0.57 -1.76  0.07
H -0.08 0.94 2.78  0.07
O -0.57 -1.55 1.90  -0.10

Values from the calculation:
SMILES: NC(CO)CO.O.O
LUMO in Ha: 0.0038
Frontier orbital gap in eV: 9.8
Electronic energy in eV: -12999.68335

=====

Molecular formula: C10H21I2NNaO5S
Method: DFT, ωB97M-V/def2-TZVPD

Last column: Löwdin charge in e.
Element x y z (Å)
H 2.62 2.52 0.67  0.04
C 0.95 2.78 1.96  -0.83
O -1.53 -0.02 -4.20  -0.36
O 1.97 -2.56 4.33  -0.15
H 0.06 -1.96 -0.79  0.06
C 1.85 -1.43 0.37  -0.28
N 2.72 -1.84 5.04  -0.63
C 1.37 -0.88 1.74  -0.34
S 0.01 0.43 -0.78  0.75
H -4.67 0.48 -5.12  0.05
H 2.85 -1.04 0.18  0.09
C 2.15 3.34 1.23  -0.20
I -0.51 4.28 2.46  0.65
H 1.77 -1.55 2.52  0.06
H 1.83 4.10 0.51  0.04
O 2.47 -1.68 6.24  -0.06
C 1.89 0.55 1.91  -0.23
H 1.96 -2.54 0.44  0.09
H -3.85 2.25 -3.50  0.05
O -0.69 -3.43 1.67  0.31
H 2.59 0.54 2.76  0.09
O 3.71 -1.29 4.52  -0.06
C -2.97 1.62 -3.29  -0.12
H 2.88 3.75 1.94  0.08
H 1.40 -1.27 -1.73  0.05
H -3.56 -0.73 -5.77  0.05
H -3.21 0.99 -2.43  0.05
H -1.31 0.24 -0.60  -0.10
I -0.99 0.89 3.35  0.61
C 0.83 1.49 2.27  -0.78
C 0.85 -1.20 -0.79  -0.51
H 0.26 -0.95 1.73  -0.02
H -1.02 -4.30 1.37  0.19
H -2.47 1.49 -5.37  0.10
H -0.13 -3.49 2.49  0.20
H -1.42 -2.78 1.78  0.19
H -2.15 2.29 -3.01  0.05
Na 1.94 1.08 -2.65  0.63
H -4.04 -0.80 -4.06  0.06
C -2.58 0.77 -4.52  -0.73
C -3.78 -0.13 -4.88  -0.12

Values from the calculation:
Net charge: -1
LUMO in Ha: -0.0060
Frontier orbital gap in eV: 3.2
Electronic energy in eV: -53880.73377

=====

Molecular formula: C4H7NO
Method: DFT, ωB97M-V/def2-TZVPD

Last column: Löwdin charge in e.
Element x y z (Å)
O 2.48 1.57 -0.04  -0.05
H 0.66 -1.39 -1.54  0.10
C 0.00 -1.02 -0.78  -0.14
H 2.60 2.50 -0.28  0.05
H -1.32 1.40 0.93  0.10
H 2.81 1.58 0.87  0.05
C -1.17 0.45 0.44  -0.14
C -1.01 -1.71 -0.16  -0.12
H 0.56 0.93 -0.69  0.10
H -2.35 -1.11 1.47  0.08
N -0.23 0.31 -0.54  0.00
C -1.72 -0.79 0.66  -0.12
H -1.32 -2.72 -0.35  0.09

Values from the calculation:
SMILES: c1cc[nH]c1.O
LUMO in Ha: 0.0190
Frontier orbital gap in eV: 8.5
Electronic energy in eV: -7798.53191

=====

Molecular formula: C16H36B2F12Mg2N2O14S4
Method: DFT, ωB97M-V/def2-TZVPD

Last column: Löwdin charge in e.
Element x y z (Å)
H -10.62 -11.04 5.58  0.14
H -14.44 -15.48 5.81  0.11
H -12.82 -12.88 3.53  -0.03
H -13.41 -14.43 4.25  -0.01
N -13.18 -7.25 4.04  -0.38
H -13.35 -12.91 5.18  -0.02
O -10.79 -6.81 4.81  -0.36
O -15.96 -15.87 3.83  -0.29
F -10.63 -4.34 3.30  0.13
O -16.88 -12.29 4.16  -0.25
C -16.87 -13.48 6.24  -0.14
O -13.91 -8.85 1.88  -0.26
C -17.58 -11.48 3.28  -0.08
O -15.55 -13.80 5.76  -0.22
H -10.84 -11.34 3.20  0.12
C -12.89 -14.14 0.78  -0.57
H -17.46 -10.44 3.59  0.10
H -11.84 -10.51 1.17  0.13
B -14.34 -10.85 3.93  -0.38
C -17.44 -12.29 5.52  -0.10
H -14.90 -11.41 3.21  0.01
H -13.20 -14.21 7.17  0.11
H -13.57 -9.44 6.74  0.09
H -14.63 -11.27 4.89  0.03
C -12.48 -9.41 6.67  0.00
F -12.16 -13.12 1.24  0.12
H -13.27 -10.91 3.85  0.01
F -14.86 -6.98 6.74  0.10
O -15.60 -6.59 2.94  -0.36
F -18.11 -16.31 1.47  0.15
O -15.22 -16.36 1.52  -0.30
F -11.67 -5.67 1.96  0.11
B -12.88 -13.51 4.41  -0.39
H -13.79 -15.34 8.31  0.12
H -12.86 -13.68 9.84  0.08
H -11.83 -13.71 4.60  0.01
H -17.62 -14.28 6.17  0.13
Mg -13.21 -9.10 3.74  0.40
C -11.79 -4.96 3.10  -0.67
H -12.70 -7.62 0.72  0.13
C -14.10 -14.47 7.72  -0.13
H -13.22 -9.04 -0.05  0.13
C -15.59 -7.18 5.65  -0.66
H -18.65 -11.63 3.37  0.10
H -15.89 -15.66 6.73  0.13
H -18.53 -12.29 5.53  0.14
F -12.66 -15.28 1.51  0.11
H -10.25 -9.23 5.21  0.12
F -16.80 -6.55 5.92  0.04
C -13.68 -13.02 9.57  -0.10
H -12.17 -10.14 7.42  0.09
F -15.71 -8.48 5.52  0.11
H -17.13 -11.44 6.12  0.14
H -16.01 -8.77 2.16  0.08
S -15.86 -15.41 2.46  0.76
S -14.76 -13.56 0.94  0.67
H -16.70 -13.31 7.30  0.13
F -12.86 -4.24 3.10  0.14
H -15.42 -9.74 0.78  0.08
H -14.03 -12.60 10.52  0.08
N -15.13 -13.82 2.52  -0.30
C -12.87 -8.68 0.91  -0.11
O -15.52 -14.28 -0.11  -0.31
H -10.73 -9.09 1.10  0.14
O -14.81 -12.14 0.68  -0.28
O -14.67 -13.57 8.71  -0.19
C -15.07 -14.97 6.53  -0.09
H -15.47 -7.99 0.74  0.10
Mg -14.79 -12.96 4.08  0.36
C -10.83 -10.13 5.02  -0.11
C -10.71 -10.30 3.49  -0.12
F -12.56 -14.34 -0.50  0.14
H -13.33 -12.16 8.99  0.08
H -9.69 -10.25 3.12  0.14
C -17.71 -15.10 1.88  -0.61
H -14.77 -9.86 3.94  0.01
C -15.26 -8.85 1.38  -0.06
F -18.42 -14.62 2.91  0.14
O -14.73 -4.91 4.43  -0.37
O -12.16 -9.69 5.27  -0.28
O -11.54 -9.29 2.89  -0.17
H -17.29 -11.55 2.23  0.10
S -14.75 -6.35 4.09  0.68
F -17.70 -14.17 0.93  0.13
H -12.08 -8.45 6.99  0.10
C -11.67 -9.47 1.48  -0.10
O -12.53 -5.36 5.71  -0.33
S -12.11 -6.19 4.57  0.60

Values from the calculation:
Net charge: -1
LUMO (spin up / spin down) in Ha: 0.0691 / 0.0681
Spin multiplicity: 2
Frontier orbital gap (spin up / spin down) in eV: 2.4 / 8.1
Electronic energy in eV: -137005.59004